<A>
Molecular formula: C6H12O2
Method: DFT, wB97M-V/def2-TZVPD

* HOMO level: -9.0 eV
* orbital gap: 0.3525 Ha

XYZ file:
```
20
Properties=species:S:1:pos:R:3:nbo_charge:R:1
H 0.070 -1.289 0.541 0.20
O -2.822 -1.506 -0.557 -0.67
C -0.765 -0.647 0.369 -0.21
H -2.632 -1.305 1.415 0.19
C 1.370 0.614 -0.124 -0.37
H 1.822 -1.141 1.446 0.19
O 1.961 -1.658 -0.617 -0.74
H -0.750 2.743 0.510 0.21
H 1.821 1.741 0.541 0.18
C 2.253 -0.715 0.402 -0.08
C -0.787 1.752 -0.371 -0.68
H 3.588 -0.604 0.190 0.17
H -2.441 -0.900 -1.596 0.46
C -2.325 -0.837 0.506 -0.08
H -2.417 0.312 0.665 0.16
H -0.331 2.390 -1.183 0.23
H 2.768 -2.069 -0.649 0.47
H 1.662 0.779 -1.033 0.19
H -1.972 1.871 -0.415 0.24
C -0.074 0.469 -0.042 -0.07
```

<B>
Molecular formula: C6H12O2
Method: DFT, wB97M-V/def2-TZVPD

* HOMO level: -10.3 eV
* structure (SMILES): CCC[C@H](C)C(=O)O
* orbital gap: 0.4068 Ha

XYZ file:
```
20
Properties=species:S:1:pos:R:3:nbo_charge:R:1
C -0.071 -0.326 0.748 -0.33
H -1.629 1.409 -1.180 0.20
C 0.658 -0.454 -0.600 -0.39
H 2.214 -1.555 2.632 0.50
H 0.604 1.130 -2.065 0.20
H -1.081 -0.741 0.645 0.23
O 0.068 -2.023 2.494 -0.60
C 0.612 -1.191 1.788 0.80
H 1.687 -0.081 -0.499 0.22
H 0.773 -1.525 -0.818 0.21
H -1.778 0.795 -2.816 0.21
H -2.032 -0.304 -1.453 0.20
H -0.244 1.117 2.375 0.22
C -1.433 0.538 -1.809 -0.61
C -0.175 1.100 1.281 -0.60
H 0.232 -0.456 -2.696 0.21
O 1.929 -0.941 1.923 -0.69
H -1.073 1.595 0.902 0.22
C 0.049 0.211 -1.843 -0.40
H 0.691 1.703 0.992 0.21
```

Preferred: <B>; penalty for the next structure: 7.786 eV.